DFT (ωB97M-V/def2-TZVPD) results for a cluster of 3 separate species, C21H29BrClF4N2O9 in total in a non-equilibrium geometry.

The geometry in XYZ format:
```
67
Properties=species:S:1:pos:R:3:forces:R:3
C -0.8267 1.6024 3.5026 0.696 0.119 0.741
C -0.2258 0.7642 2.8645 0.550 -0.772 -0.588
C 0.5255 -0.3771 2.1533 -0.566 -0.341 0.411
C -0.1975 -0.8500 0.7820 -1.555 1.151 1.792
C -1.3587 -1.8204 1.2781 -0.647 0.616 0.171
C -2.7083 -1.7615 0.4280 -0.339 -0.965 0.624
C -3.8652 -0.9016 1.1505 0.314 -1.514 -0.109
O -5.1577 -1.4462 0.7875 0.917 0.732 -0.692
C -5.3316 -1.4623 -0.6387 -0.331 -0.033 -1.137
C -0.7459 0.4321 -0.0375 1.704 0.248 0.446
N -0.6128 0.3027 -1.5040 0.680 -0.902 0.529
C 0.8209 0.1672 -1.9212 -0.818 1.904 0.501
Cl 0.8261 -0.5031 -3.5914 0.189 0.021 0.981
C 1.4039 1.6736 -2.0232 1.362 -1.392 -0.735
O 0.7001 2.3678 -3.0661 -0.590 0.996 2.161
C -0.0140 3.4618 -2.5965 -1.392 0.594 -2.223
F -0.7529 3.2175 -1.4529 1.781 0.706 -1.418
F 0.8012 4.5678 -2.4863 -1.367 -1.826 0.683
F -0.9462 3.7722 -3.5876 1.685 -0.562 1.797
C 1.7099 -0.5736 -0.8336 0.559 1.293 -0.426
C 3.1378 -1.0737 -1.2551 0.798 0.709 -0.286
C 3.2866 -2.2659 -2.2348 0.089 -1.752 -0.971
O 3.2591 -3.4182 -1.9225 -0.090 1.603 0.142
F 3.5276 -2.0256 -3.6047 -0.284 0.707 2.308
N 0.8702 -1.5592 -0.0517 0.334 0.166 0.378
Br 0.1327 -2.9307 -1.1517 0.228 -0.158 0.047
H -1.1848 2.3405 4.2695 0.189 -1.098 -1.527
H 0.4572 -1.2848 2.8402 0.249 1.120 -0.736
H 1.6331 -0.1880 2.0139 -1.213 0.301 0.172
H -1.6536 -1.4321 2.3099 0.539 -0.356 -1.278
H -1.0049 -2.8831 1.4852 -0.266 1.321 -0.551
H -2.5699 -1.4852 -0.6533 -0.022 -0.152 1.150
H -3.1165 -2.8261 0.4247 0.426 1.327 -0.088
H -3.8054 0.2003 0.9176 -0.075 -0.999 0.333
H -3.7651 -1.1326 2.2594 -0.194 0.712 -1.303
H -5.0570 -2.4692 -1.0943 -0.164 1.134 0.662
H -4.6990 -0.6654 -1.1342 -0.668 -0.743 0.480
H -6.4071 -1.2668 -0.9515 1.255 -0.189 0.850
H -0.0349 1.2745 0.2563 -1.115 -0.855 -0.282
H -1.7590 0.7654 0.3179 1.003 -0.660 -0.566
H -1.1680 -0.4640 -1.8923 0.225 0.377 0.149
H 2.4756 1.5543 -2.3881 -1.209 0.393 0.488
H 1.4230 2.2004 -1.0292 -0.312 -0.471 -1.038
H 1.9423 0.2469 -0.0718 -0.361 -1.136 -0.854
H 3.7126 -1.3323 -0.3061 -0.705 0.018 -1.259
H 3.6994 -0.1832 -1.6930 -0.836 -0.995 0.513
H 1.5064 -2.0012 0.6405 -0.433 -0.204 -0.605
C 5.1644 0.9925 -5.7097 -0.356 0.166 -0.702
C 6.2042 -0.0771 -5.5380 0.195 -0.518 -0.533
O 6.8478 0.2971 -4.3233 -0.418 0.407 0.331
C 5.9688 1.0526 -3.6175 0.311 0.113 0.409
O 6.1266 1.3893 -2.4817 -0.293 -0.250 -0.339
O 4.8809 1.3770 -4.3666 0.290 -0.199 0.378
H 4.2669 0.6261 -6.2076 -0.039 0.099 0.206
H 5.5415 1.8622 -6.2534 0.006 -0.035 0.074
H 5.7663 -1.0711 -5.4138 0.004 0.060 0.031
H 6.9155 -0.1046 -6.3629 0.095 0.028 0.214
C -2.9164 0.0306 6.8778 0.425 -0.447 0.423
C -4.4136 -0.0197 6.7653 -0.450 -0.496 0.253
O -4.7429 1.2898 6.3134 0.556 0.179 -0.227
C -3.6434 1.7916 5.6948 -0.313 0.572 -0.234
O -3.6271 2.8000 5.0573 0.174 -0.445 0.191
O -2.5569 0.9954 5.8929 -0.397 0.154 -0.037
H -2.4487 -0.9315 6.6688 0.077 0.165 -0.119
H -2.5807 0.3828 7.8564 -0.039 0.014 -0.057
H -4.7541 -0.7459 6.0222 0.024 0.051 0.010
H -4.8970 -0.2354 7.7177 -0.072 0.187 -0.108
```
Positions in Å, forces in eV/Å.

Computed properties:
Kohn-Sham gap	7.62	eV
E	-5037.5365	Eh
HOMO	-12.45	eV
total charge	+1

***

DFT (ωB97M-V/def2-TZVPD) results for the molecule C21H29FN2O2.

The geometry in XYZ format:
```
55
Properties=species:S:1:pos:R:3:forces:R:3
O -3.1124 -2.3040 0.5843 -0.231 -0.078 0.444
C -2.3440 -1.9939 -0.2996 0.546 -0.160 -0.370
N -2.7366 -1.3425 -1.4183 -0.161 0.180 -0.449
H -2.0508 -1.0650 -2.1024 0.095 -0.113 0.147
C -4.0679 -0.8006 -1.5602 -0.149 0.097 -0.024
H -4.5372 -1.1946 -2.4674 -0.044 0.013 0.137
H -4.6281 -1.1525 -0.6920 -0.004 0.025 -0.152
C -4.0425 0.7344 -1.6126 -0.019 -0.238 0.089
C -3.1976 1.3100 -0.5093 0.055 0.145 -0.032
C -3.5196 1.0708 0.8208 0.090 0.067 0.154
C -2.7151 1.5941 1.8141 0.030 0.040 -0.105
C -1.5983 2.3613 1.5340 -0.093 -0.055 0.125
C -1.2853 2.5988 0.2076 -0.024 0.000 0.033
C -2.0720 2.0708 -0.8026 -0.017 0.008 -0.083
H -1.8129 2.2645 -1.8339 0.000 0.013 -0.111
H -0.4251 3.2036 -0.0395 0.092 0.042 -0.011
H -1.0017 2.7590 2.3395 0.048 0.026 0.109
F -3.0329 1.3581 3.1019 0.015 0.004 -0.088
H -4.3800 0.4809 1.0929 -0.105 -0.116 0.074
H -3.6481 1.0593 -2.5778 -0.044 0.058 0.000
H -5.0678 1.0997 -1.5270 -0.022 0.034 -0.106
C -0.8479 -2.2726 -0.2317 -0.238 0.056 0.286
C -0.2089 -1.1535 0.6096 -0.297 -0.068 -0.104
N 1.2178 -1.3515 0.6507 0.117 0.041 -0.076
C 1.7005 -2.5734 0.9819 -0.226 -0.161 0.185
O 2.8850 -2.8461 0.9718 0.457 -0.228 0.030
C 0.6200 -3.5459 1.4090 0.113 -0.169 -0.091
C -0.5484 -3.6289 0.4187 -0.078 -0.002 -0.009
H -1.4410 -3.9651 0.9501 0.060 -0.008 -0.079
H -0.3208 -4.3613 -0.3567 -0.022 -0.016 0.018
H 0.2529 -3.2042 2.3801 -0.015 -0.015 0.025
H 1.0748 -4.5262 1.5485 0.040 0.128 0.053
C 2.1264 -0.2719 0.2971 0.000 0.066 0.051
C 2.0043 0.8577 1.3255 0.343 -0.086 0.042
H 1.0732 1.4020 1.1506 -0.075 -0.012 0.012
H 1.9420 0.4095 2.3201 -0.063 -0.009 0.009
C 3.1761 1.8359 1.3147 -0.310 0.130 -0.097
H 4.0749 1.3199 1.6588 0.061 0.015 0.053
C 3.4701 2.4723 -0.0439 0.320 -0.087 0.148
C 4.1188 1.4957 -1.0272 -0.136 0.128 -0.166
C 3.1349 0.6754 -1.8668 -0.017 0.033 0.069
C 1.8706 0.2224 -1.1324 0.192 -0.080 -0.040
H 1.1485 1.0420 -1.1072 -0.098 0.011 -0.013
H 1.4232 -0.5891 -1.7115 -0.077 0.024 0.002
H 3.6628 -0.2036 -2.2416 -0.029 -0.012 -0.089
H 2.8244 1.2625 -2.7350 0.051 -0.037 -0.051
H 4.7596 2.0501 -1.7166 0.074 -0.063 0.037
H 4.7675 0.8224 -0.4649 0.094 -0.005 0.010
H 4.1599 3.3031 0.1226 -0.070 0.051 -0.039
H 2.5579 2.8905 -0.4722 -0.093 0.133 -0.042
H 2.9584 2.6277 2.0361 0.063 -0.025 0.060
H 3.1214 -0.7236 0.3593 -0.117 0.074 -0.004
H -0.4227 -0.1783 0.1707 -0.006 0.028 0.055
H -0.6449 -1.1756 1.6158 -0.061 0.098 -0.076
H -0.4154 -2.2308 -1.2362 -0.014 0.073 0.052
```
Positions in Å, forces in eV/Å.

Computed properties:
Kohn-Sham gap	9.41	eV
E	-1177.5307	Eh
energy relative to the best compared isomer or geometry (same formula, charge and spin)	0.2125	eV
HOMO	-8.91	eV

***

DFT (ωB97M-V/def2-TZVPD) results for a structure of composition C21H29FeN4O4S in a non-equilibrium geometry.

The geometry in XYZ format:
```
60
Properties=species:S:1:pos:R:3:forces:R:3
Fe -0.8754 0.0769 0.1154 -0.248 -1.970 -0.652
C 0.8990 -0.1842 2.4167 0.235 0.003 -0.054
C -0.3443 0.3280 2.7734 -0.080 -0.256 -0.159
C -0.7658 1.5636 2.2678 -0.303 0.092 -0.450
C 0.0517 2.2650 1.3818 -0.050 -0.007 -0.039
C 1.2825 1.7314 1.0017 0.111 0.066 -0.005
C 1.7102 0.5178 1.5327 0.054 0.001 0.126
H 1.2509 -1.1065 2.8576 -0.018 -0.091 -0.037
H -0.9465 -0.1876 3.5102 -0.097 -0.055 -0.020
H -1.6872 2.0080 2.6212 -0.077 -0.024 -0.050
H -0.2459 3.2412 1.0252 -0.072 -0.038 -0.081
H 1.9335 2.2951 0.3466 -0.017 -0.058 -0.077
H 2.6963 0.1416 1.2943 -0.038 -0.048 -0.127
N -2.6249 -1.3002 0.5235 1.389 1.177 -0.401
C -2.1639 -2.7053 0.6020 0.156 -0.331 -0.137
C -1.4665 -3.1555 -0.6673 0.184 0.348 0.159
C -0.0515 -2.6205 -0.8422 -0.685 -1.397 -0.996
O 0.7189 -3.2349 -1.5829 -0.482 0.441 0.648
O 0.2618 -1.5501 -0.2108 0.012 2.224 0.880
H -3.1190 -1.0729 1.3807 -0.049 0.190 0.016
H -3.2937 -1.2146 -0.2371 -0.022 0.137 -0.063
H -3.0167 -3.3656 0.7768 -0.090 0.104 0.095
H -1.4923 -2.7866 1.4574 -0.017 -0.038 0.040
H -2.0260 -2.8324 -1.5500 -0.079 -0.102 -0.062
H -1.4006 -4.2417 -0.6941 -0.044 -0.035 -0.045
O -0.9765 1.7343 -1.4326 0.093 -0.397 0.890
C -0.9006 0.9450 -2.3942 0.128 -0.052 -0.602
O -1.1455 -0.2844 -2.2963 -0.101 -0.094 0.955
C -0.4594 1.4448 -3.7847 -0.378 0.245 0.455
N -0.1016 0.2070 -4.5668 -0.185 -0.220 0.379
C -0.9033 0.1886 -5.8281 -0.453 0.034 -0.301
C -2.1709 0.9187 -5.4094 0.158 0.109 0.031
C -1.6234 2.0774 -4.5701 -0.132 -0.125 -0.040
H 0.3826 2.1238 -3.6687 0.117 -0.149 -0.037
H -0.4502 -0.5382 -3.9131 0.401 0.026 -0.385
H 0.8997 0.0872 -4.6987 0.118 -0.041 0.054
H -1.0652 -0.8363 -6.1529 0.105 -0.041 0.059
H -0.3739 0.7312 -6.6100 0.135 0.013 0.109
H -2.7942 0.2636 -4.7984 -0.054 -0.026 -0.021
H -2.7555 1.2556 -6.2611 -0.003 -0.019 -0.030
H -2.3693 2.5022 -3.9024 0.030 0.064 0.045
H -1.2521 2.8739 -5.2139 0.038 0.013 0.020
N 3.2700 -2.5132 -1.2931 -0.190 -0.797 0.211
C 3.5180 -1.2330 -1.4567 -0.446 0.560 -0.276
S 2.2263 -0.2253 -1.9703 -0.326 -0.051 0.113
N 4.7378 -0.7505 -1.2054 0.352 -0.478 0.036
C 5.2608 0.5561 -1.3370 0.106 0.616 0.174
C 4.6643 1.5481 -2.1088 -0.302 -0.186 -0.467
C 5.2020 2.8251 -2.1433 0.227 0.019 0.163
C 6.3710 3.1048 -1.4548 0.007 0.075 -0.035
C 6.9897 2.1041 -0.7145 0.059 0.058 0.059
C 6.4450 0.8362 -0.6553 -0.132 -0.202 0.129
H 2.2929 -2.8757 -1.4241 0.591 0.373 -0.054
H 3.9797 -3.1594 -0.9797 0.042 0.140 -0.075
H 5.4141 -1.4279 -0.8764 -0.058 0.086 -0.063
H 3.7952 1.3124 -2.7150 0.422 0.167 0.037
H 4.7322 3.5918 -2.7435 -0.003 -0.054 -0.003
H 6.8113 4.0902 -1.5098 -0.024 -0.026 0.047
H 7.9009 2.3151 -0.1723 -0.025 -0.017 -0.054
H 6.9217 0.0649 -0.0617 0.009 0.042 -0.030
```
Positions in Å, forces in eV/Å.

Computed properties:
multiplicity	2
Kohn-Sham gap (alpha / beta)	3.39 / 6.21	eV
E	-2998.9293	Eh
HOMO (alpha / beta)	-13.07 / -13.23	eV
⟨S²⟩	1.25
total charge	+2